{"formula": "C61H156N2NiO19", "method": "ωB97M-V/def2-TZVPD", "species": ["Ni", "C", "C", "C", "C", "C", "C", "N", "O", "C", "C", "C", "H", "H", "H", "H", "H", "H", "H", "H", "H", "H", "H", "H", "H", "H", "H", "H", "H", "H", "C", "C", "C", "C", "C", "C", "N", "O", "C", "C", "C", "H", "H", "H", "H", "H", "H", "H", "H", "H", "H", "H", "H", "H", "H", "H", "H", "H", "H", "C", "C", "C", "O", "H", "H", "H", "H", "H", "H", "H", "H", "C", "C", "C", "O", "H", "H", "H", "H", "H", "H", "H", "H", "C", "C", "C", "O", "H", "H", "H", "H", "H", "H", "H", "H", "C", "C", "C", "O", "H", "H", "H", "H", "H", "H", "H", "H", "C", "C", "C", "O", "H", "H", "H", "H", "H", "H", "H", "H", "C", "C", "C", "O", "H", "H", "H", "H", "H", "H", "H", "H", "C", "C", "C", "O", "H", "H", "H", "H", "H", "H", "H", "H", "C", "C", "C", "O", "H", "H", "H", "H", "H", "H", "H", "H", "C", "C", "C", "O", "H", "H", "H", "H", "H", "H", "H", "H", "C", "C", "C", "O", "H", "H", "H", "H", "H", "H", "H", "H", "C", "C", "C", "O", "H", "H", "H", "H", "H", "H", "H", "H", "C", "C", "C", "O", "H", "H", "H", "H", "H", "H", "H", "H", "C", "C", "C", "O", "H", "H", "H", "H", "H", "H", "H", "H", "C", "O", "H", "H", "H", "H", "C", "O", "H", "H", "H", "H", "C", "O", "H", "H", "H", "H", "C", "O", "H", "H", "H", "H"], "positions_angstrom": [[1.680, 2.390, -2.519], [1.308, 0.549, -6.752], [1.301, 0.379, -5.229], [1.548, -1.123, -4.953], [3.023, -1.596, -5.018], [3.859, -0.654, -4.203], [3.750, 0.833, -4.562], [2.278, 1.236, -4.498], [2.039, 2.627, -4.599], [4.468, 1.196, -5.892], [4.511, 1.466, -3.372], [-0.209, 0.614, -4.738], [1.382, 1.598, -7.040], [0.446, 0.146, -7.284], [2.226, 0.195, -7.222], [1.055, -1.702, -5.734], [1.065, -1.444, -4.030], [3.237, -1.631, -6.086], [3.190, -2.616, -4.673], [4.869, -1.023, -4.382], [3.663, -0.791, -3.140], [5.550, 1.104, -5.795], [4.158, 2.187, -6.224], [4.243, 0.503, -6.702], [4.574, 2.547, -3.499], [5.550, 1.159, -3.249], [3.981, 1.227, -2.450], [-0.199, 0.707, -3.652], [-0.909, -0.213, -4.858], [-0.591, 1.504, -5.237], [2.484, 1.294, 1.514], [1.272, 0.393, 1.269], [0.451, 0.495, 2.580], [-0.954, -0.121, 2.487], [-1.696, 0.481, 1.311], [-0.956, 0.340, -0.106], [0.434, 0.815, 0.081], [1.220, 0.871, -1.131], [-1.796, 1.326, -0.974], [-1.106, -1.099, -0.674], [1.889, -1.043, 1.115], [3.113, 1.432, 0.634], [3.096, 0.890, 2.321], [2.193, 2.309, 1.785], [0.364, 1.547, 2.851], [0.942, 0.021, 3.430], [-1.515, 0.117, 3.390], [-0.956, -1.205, 2.375], [-1.941, 1.516, 1.551], [-2.666, -0.015, 1.329], [-1.623, 2.369, -0.711], [-2.857, 1.093, -0.882], [-1.518, 1.281, -2.027], [-2.156, -1.380, -0.759], [-0.690, -1.832, 0.018], [-0.531, -1.207, -1.593], [2.530, -1.158, 0.241], [1.093, -1.775, 0.979], [2.440, -1.332, 2.010], [-3.831, -3.876, -2.541], [-3.278, -3.375, -3.873], [-1.815, -3.037, -3.808], [-3.307, -4.463, -4.791], [-4.863, -4.213, -2.646], [-3.835, -3.198, -1.687], [-3.378, -4.778, -2.130], [-3.798, -2.514, -4.294], [-1.445, -2.720, -4.783], [-1.168, -3.815, -3.401], [-1.710, -2.141, -3.197], [-2.600, -5.037, -4.489], [-3.864, 1.360, 4.592], [-3.797, 2.711, 5.383], [-2.400, 3.362, 5.295], [-4.744, 3.525, 4.753], [-4.828, 0.861, 4.494], [-3.071, 0.722, 4.983], [-3.529, 1.617, 3.587], [-4.163, 2.406, 6.363], [-2.058, 3.552, 4.278], [-1.674, 2.727, 5.804], [-2.438, 4.300, 5.849], [-4.898, 4.302, 5.296], [-6.421, 3.299, 1.812], [-5.072, 3.845, 1.378], [-5.048, 4.368, -0.043], [-4.654, 4.864, 2.284], [-6.879, 2.801, 0.957], [-7.174, 4.067, 1.994], [-6.336, 2.615, 2.656], [-4.399, 2.989, 1.332], [-5.276, 3.633, -0.815], [-4.077, 4.835, -0.212], [-5.840, 5.105, -0.173], [-4.474, 4.456, 3.134], [-6.897, -1.998, -0.067], [-6.890, -0.522, -0.511], [-5.656, 0.085, 0.130], [-6.697, -0.504, -1.927], [-7.795, -2.498, -0.429], [-6.780, -2.145, 1.006], [-6.014, -2.440, -0.530], [-7.818, -0.005, -0.270], [-4.727, -0.348, -0.239], [-5.704, -0.107, 1.202], [-5.583, 1.157, -0.055], [-6.461, 0.395, -2.168], [0.622, 1.081, 7.600], [1.564, 2.051, 7.086], [1.748, 2.108, 5.545], [1.152, 3.366, 7.404], [0.983, 0.072, 7.402], [-0.372, 1.150, 7.156], [0.461, 1.230, 8.668], [2.534, 1.836, 7.535], [0.818, 2.325, 5.021], [2.266, 1.197, 5.242], [2.438, 2.856, 5.155], [0.955, 3.362, 8.344], [-3.923, -4.532, 1.357], [-3.746, -4.029, 2.781], [-4.169, -2.605, 2.962], [-4.588, -4.892, 3.550], [-4.959, -4.734, 1.084], [-3.514, -5.534, 1.222], [-3.310, -3.847, 0.772], [-2.694, -4.131, 3.048], [-4.303, -2.435, 4.031], [-5.078, -2.342, 2.422], [-3.322, -2.015, 2.611], [-4.191, -4.981, 4.420], [5.963, -0.584, 0.639], [6.198, -1.480, -0.615], [7.258, -0.912, -1.569], [6.665, -2.636, -0.110], [5.310, -1.147, 1.306], [5.454, 0.343, 0.373], [6.829, -0.440, 1.285], [5.231, -1.672, -1.080], [6.784, -0.120, -2.150], [7.691, -1.595, -2.300], [8.148, -0.586, -1.032], [7.546, -2.385, 0.178], [2.979, 5.075, 0.196], [2.924, 4.861, -1.336], [3.915, 5.648, -2.200], [3.072, 3.484, -1.563], [2.407, 4.264, 0.647], [2.576, 6.016, 0.569], [4.007, 5.062, 0.558], [1.907, 5.188, -1.553], [4.077, 6.667, -1.850], [3.465, 5.799, -3.181], [4.859, 5.102, -2.225], [3.918, 3.258, -1.169], [5.121, -3.715, 2.791], [4.418, -4.519, 1.740], [3.123, -5.099, 2.251], [4.213, -3.767, 0.637], [6.163, -3.613, 2.485], [5.206, -4.162, 3.781], [4.579, -2.786, 2.969], [5.028, -5.378, 1.457], [3.283, -5.839, 3.034], [2.510, -5.501, 1.444], [2.531, -4.344, 2.769], [5.043, -3.308, 0.486], [-4.207, -0.148, -6.610], [-4.858, 0.016, -5.294], [-3.921, 0.286, -4.122], [-5.786, 1.040, -5.424], [-3.617, 0.750, -6.795], [-4.943, -0.325, -7.395], [-3.528, -0.997, -6.534], [-5.392, -0.895, -5.026], [-4.471, 0.107, -3.198], [-3.521, 1.298, -4.067], [-3.064, -0.387, -4.100], [-6.357, 0.861, -6.175], [0.990, -3.333, 5.076], [-0.130, -3.640, 6.109], [-1.396, -2.714, 6.138], [-0.622, -4.921, 5.825], [1.961, -3.690, 5.420], [1.050, -2.288, 4.773], [0.789, -3.756, 4.092], [0.243, -3.629, 7.133], [-1.786, -2.613, 5.125], [-1.171, -1.731, 6.552], [-2.240, -3.079, 6.724], [0.169, -5.459, 5.750], [-0.704, -5.227, 0.061], [-0.273, -6.625, -0.478], [-1.356, -7.695, -0.630], [0.295, -6.355, -1.763], [-1.148, -5.249, 1.056], [-1.484, -4.791, -0.563], [0.113, -4.506, 0.036], [0.438, -7.002, 0.256], [-1.056, -8.701, -0.925], [-2.043, -7.390, -1.420], [-2.038, -7.770, 0.217], [1.084, -5.827, -1.624], [-2.209, 4.507, -2.871], [-0.751, 4.250, -3.373], [0.096, 5.504, -3.741], [-0.007, 3.575, -2.322], [-2.705, 5.055, -3.672], [-2.291, 5.075, -1.944], [-2.686, 3.532, -2.779], [-0.726, 3.634, -4.272], [1.102, 5.247, -4.074], [0.074, 6.226, -2.925], [-0.396, 5.972, -4.594], [-0.265, 3.978, -1.490], [6.698, 3.287, -0.554], [5.373, 2.942, -0.193], [7.026, 4.084, 0.113], [7.352, 2.428, -0.405], [6.747, 3.521, -1.618], [5.344, 2.837, 0.761], [4.720, 3.113, 3.358], [5.685, 2.527, 2.441], [4.439, 2.351, 4.085], [5.213, 3.944, 3.863], [3.808, 3.437, 2.857], [6.372, 2.086, 2.945], [-0.681, 4.543, 1.280], [-0.281, 5.085, 0.021], [-0.339, 3.508, 1.306], [-0.203, 5.057, 2.113], [-1.763, 4.596, 1.400], [-0.654, 5.969, -0.025], [2.075, -3.350, -1.967], [2.523, -4.515, -1.294], [1.598, -3.580, -2.920], [1.422, -2.790, -1.298], [2.946, -2.748, -2.227], [3.103, -4.258, -0.573]], "homo_ev": [0.05, -4.43], "orbital_gap_ha": [0.062, 0.226], "multiplicity": 4, "total_charge": -1, "s_squared": 3.756, "fmax_ha_per_bohr": 0.0725, "energy_ha": -5464.858365}

{"formula": "C10H20O20S5", "method": "ωB97M-V/def2-TZVPD", "species": ["C", "C", "O", "S", "O", "O", "O", "H", "H", "H", "H", "C", "C", "O", "S", "O", "O", "O", "H", "H", "H", "H", "C", "C", "O", "S", "O", "O", "O", "H", "H", "H", "H", "C", "C", "O", "S", "O", "O", "O", "H", "H", "H", "H", "C", "C", "O", "S", "O", "O", "O", "H", "H", "H", "H"], "positions_angstrom": [[-4.177, 17.637, -0.792], [-5.109, 17.919, -1.956], [-6.192, 18.547, -1.349], [-6.598, 17.978, 0.187], [-7.227, 16.639, 0.092], [-7.090, 18.992, 1.122], [-4.998, 17.713, 0.436], [-3.404, 18.363, -0.541], [-3.787, 16.622, -0.719], [-5.713, 17.053, -2.226], [-4.849, 18.504, -2.838], [-3.826, 12.423, -3.887], [-5.091, 11.994, -3.160], [-5.144, 12.513, -1.885], [-3.738, 13.248, -1.505], [-3.300, 12.740, -0.203], [-3.777, 14.705, -1.627], [-2.968, 12.467, -2.761], [-3.783, 13.357, -4.447], [-3.447, 11.776, -4.679], [-5.196, 10.915, -3.270], [-6.002, 12.246, -3.704], [-7.557, 18.312, -6.820], [-7.107, 16.916, -7.329], [-6.888, 16.132, -6.276], [-7.741, 16.485, -4.902], [-6.974, 16.148, -3.722], [-9.110, 16.011, -5.043], [-7.652, 18.056, -5.449], [-8.525, 18.564, -7.254], [-6.815, 19.100, -6.952], [-6.232, 16.939, -7.979], [-7.945, 16.450, -7.847], [-4.551, 17.006, -5.114], [-4.603, 16.167, -3.725], [-3.725, 15.088, -3.942], [-3.511, 14.688, -5.575], [-4.314, 13.511, -6.044], [-2.133, 14.815, -5.998], [-4.394, 16.061, -6.051], [-3.802, 17.797, -5.144], [-5.465, 17.568, -5.302], [-5.624, 15.787, -3.692], [-4.338, 16.898, -2.961], [-1.636, 14.038, -3.841], [-0.438, 14.939, -4.184], [-0.144, 14.738, -5.547], [-0.826, 13.304, -6.103], [0.029, 12.184, -5.756], [-1.342, 13.550, -7.503], [-2.075, 13.400, -5.034], [-2.520, 14.610, -3.559], [-1.260, 13.411, -3.033], [0.351, 14.540, -3.545], [-0.587, 15.981, -3.900]], "homo_ev": -9.37, "orbital_gap_ha": 0.340, "de_lowest_kcal_mol": 431.2, "fmax_ha_per_bohr": 0.3538, "energy_ha": -3887.978010}

{"formula": "C2H7N2O", "method": "ωB97M-V/def2-TZVPD", "species": ["C", "N", "O", "C", "N", "H", "H", "H", "H", "H", "H", "H"], "positions_angstrom": [[2.157, 0.074, -0.435], [0.373, -0.307, -0.562], [-0.015, -1.256, 0.405], [-0.496, 0.032, 0.455], [-1.909, 0.154, 0.043], [2.094, 0.536, 0.587], [2.505, -0.918, -0.403], [2.313, 0.703, -1.235], [-0.084, 0.615, 1.230], [-2.218, -0.577, -0.539], [-2.141, 1.042, -0.388], [-2.580, -0.099, 0.843]], "homo_ev": -13.93, "orbital_gap_ha": 0.367, "de_lowest_kcal_mol": 120.4, "smiles": "CN1O[C@@H]1[NH3+]", "total_charge": 1, "fmax_ha_per_bohr": 0.1283, "energy_ha": -264.739287}

{"formula": "C2H9N5", "method": "ωB97M-V/def2-TZVPD", "species": ["C", "N", "C", "N", "N", "N", "N", "H", "H", "H", "H", "H", "H", "H", "H", "H"], "positions_angstrom": [[2.245, 0.069, 0.126], [0.990, -0.691, -0.263], [-0.214, -0.013, -0.153], [-1.365, -0.519, -0.068], [-1.389, -1.950, 0.123], [-0.204, 1.377, -0.030], [-1.462, 2.073, -0.015], [3.044, -0.606, 0.259], [2.469, 0.754, -0.645], [2.071, 0.529, 1.135], [0.950, -1.700, 0.082], [-2.342, -2.194, 0.555], [-1.477, -2.309, -0.885], [0.489, 1.874, -0.660], [-1.977, 1.379, -0.521], [-1.826, 1.926, 0.960]], "homo_ev": -8.35, "orbital_gap_ha": 0.343, "de_lowest_kcal_mol": 62.2, "smiles": "CN/C(=N\\N)NN", "fmax_ha_per_bohr": 0.0630, "energy_ha": -355.299740}